{
  "formula": "C28H47Cl12IN3PS",
  "method": "the ωB97M-V functional and the def2-TZVPD basis",
  "elements": ["C", "C", "C", "I", "C", "C", "P", "C", "C", "C", "C", "C", "C", "N", "S", "N", "C", "C", "N", "C", "C", "C", "H", "H", "H", "H", "H", "H", "H", "H", "H", "H", "H", "H", "H", "H", "H", "H", "H", "H", "H", "H", "H", "H", "H", "Cl", "C", "C", "Cl", "H", "H", "H", "H", "Cl", "C", "C", "Cl", "H", "H", "H", "H", "Cl", "C", "C", "Cl", "H", "H", "H", "H", "Cl", "C", "C", "Cl", "H", "H", "H", "H", "Cl", "C", "C", "Cl", "H", "H", "H", "H", "Cl", "C", "C", "Cl", "H", "H", "H", "H"],
  "coordinates": [[-2.284, -3.176, -1.673], [-2.011, -1.680, -1.668], [-0.701, -1.165, -2.334], [0.182, -2.501, -3.763], [0.292, -0.601, -1.337], [1.118, -1.375, -0.419], [1.088, -3.217, -0.373], [1.429, -3.720, 1.390], [2.893, -3.896, 1.800], [2.619, -3.707, -1.256], [2.771, -5.246, -1.323], [1.926, -0.765, 0.491], [1.991, 0.647, 0.582], [2.710, 1.378, 1.430], [2.370, 2.919, 1.070], [1.341, 2.713, -0.137], [1.201, 1.400, -0.325], [0.355, 0.770, -1.287], [-0.416, 1.592, -2.153], [0.119, 1.997, -3.250], [1.346, 2.877, -3.302], [-0.443, 1.599, -4.583], [-2.410, -3.564, -2.681], [-3.251, -3.329, -1.185], [-1.563, -3.757, -1.108], [-2.825, -1.227, -2.237], [-2.067, -1.247, -0.669], [-0.984, -0.300, -2.914], [0.919, -2.981, 2.006], [0.937, -4.686, 1.484], [3.016, -3.901, 2.883], [3.543, -3.111, 1.412], [3.306, -4.835, 1.431], [3.509, -3.296, -0.772], [2.633, -3.296, -2.261], [3.773, -5.514, -0.986], [2.704, -5.582, -2.354], [2.071, -5.773, -0.677], [2.510, -1.353, 1.184], [2.213, 2.268, -3.018], [1.530, 3.218, -4.318], [1.276, 3.685, -2.582], [0.121, 0.706, -4.871], [-0.361, 2.384, -5.332], [-1.485, 1.295, -4.493], [-5.567, -1.642, -1.678], [-6.018, 0.081, -1.780], [-5.416, 0.889, -0.662], [-6.129, 0.483, 0.923], [-7.101, 0.145, -1.781], [-5.650, 0.449, -2.736], [-5.606, 1.948, -0.833], [-4.342, 0.738, -0.594], [3.993, -5.387, 4.688], [5.678, -5.920, 4.911], [6.469, -5.826, 3.632], [5.924, -7.009, 2.415], [5.661, -6.936, 5.297], [6.122, -5.271, 5.664], [7.518, -6.036, 3.834], [6.391, -4.835, 3.191], [3.537, 8.802, 1.243], [4.322, 7.344, 0.575], [3.451, 6.634, -0.427], [2.028, 5.896, 0.353], [4.572, 6.686, 1.408], [5.246, 7.672, 0.101], [4.018, 5.827, -0.891], [3.096, 7.301, -1.209], [-7.977, 1.438, -4.177], [-7.416, 2.449, -5.533], [-6.491, 1.691, -6.449], [-4.934, 1.318, -5.661], [-6.930, 3.328, -5.118], [-8.300, 2.768, -6.082], [-6.268, 2.295, -7.327], [-6.934, 0.753, -6.774], [-8.273, -0.104, 4.470], [-6.940, -1.255, 4.194], [-6.974, -2.407, 5.163], [-6.593, -1.901, 6.830], [-6.004, -0.706, 4.259], [-7.050, -1.628, 3.177], [-6.226, -3.145, 4.876], [-7.949, -2.887, 5.174], [6.067, 6.011, 3.011], [5.033, 6.130, 4.462], [4.966, 4.826, 5.214], [4.086, 3.571, 4.304], [4.046, 6.457, 4.142], [5.465, 6.902, 5.096], [4.433, 4.975, 6.151], [5.959, 4.444, 5.434]],
  "mulliken_charge": [-1.39, -0.23, -0.31, 0.10, -0.59, 1.15, 0.05, -0.98, -0.81, -0.58, -1.32, -0.39, 0.35, -0.77, 0.11, -0.47, 0.73, -0.25, -0.59, 1.03, -1.22, -1.48, 0.37, 0.38, 0.20, 0.32, 0.42, -0.04, 0.57, 0.54, -0.05, 0.22, 0.46, 0.37, 0.60, 0.32, 0.32, 0.34, 0.38, 0.29, 0.41, 0.31, 0.23, 0.53, 0.29, -0.19, -0.14, -0.30, -0.17, 0.37, 0.00, 0.36, 0.07, -0.14, -0.44, -0.49, -0.18, 0.33, 0.29, 0.35, 0.31, -0.20, 0.12, -0.46, -0.18, -0.30, 0.37, 0.25, 0.39, -0.15, -0.46, -0.55, -0.10, 0.31, 0.33, 0.32, 0.33, -0.18, -0.41, -0.43, -0.19, 0.33, 0.25, 0.30, 0.33, -0.21, -0.46, -0.47, -0.13, 0.33, 0.35, 0.31, 0.32],
  "multiplicity": 1,
  "homo_ev": -7.69,
  "total_charge": 0,
  "lumo_ha": -0.0096,
  "largest_force_ev_per_a": 2.65
}

=====

{
  "formula": "C5H9N",
  "method": "the ωB97M-V functional and the def2-TZVPD basis",
  "elements": ["N", "C", "C", "C", "C", "C", "H", "H", "H", "H", "H", "H", "H", "H", "H"],
  "coordinates": [[1.364, 1.016, -0.237], [0.233, 0.468, -0.815], [-0.510, -0.380, -0.018], [-0.673, -0.361, 1.458], [-1.069, -1.400, 2.181], [0.248, 0.575, -2.303], [2.364, 0.625, -0.450], [1.243, 1.582, 0.650], [-0.594, -1.319, -0.681], [-0.382, 0.636, 1.779], [-1.255, -1.317, 3.338], [-0.841, -2.439, 1.842], [1.222, 0.268, -2.666], [-0.600, -0.134, -2.594], [-0.082, 1.576, -2.580]],
  "nbo_charge": [-0.93, 0.24, -0.31, -0.22, -0.41, -0.65, 0.41, 0.39, 0.21, 0.20, 0.20, 0.20, 0.22, 0.22, 0.24],
  "multiplicity": 1,
  "relative_energy_ev": 3.414,
  "homo_ev": -7.31,
  "smiles": "C=C/C=C(/C)N",
  "total_charge": 0,
  "lumo_ha": 0.0212,
  "largest_force_ev_per_a": 4.73
}

=====

{
  "formula": "C22H23NO5",
  "method": "the ωB97M-V functional and the def2-TZVPD basis",
  "elements": ["C", "C", "O", "C", "C", "C", "C", "C", "C", "H", "H", "N", "C", "O", "C", "C", "C", "C", "O", "H", "H", "H", "C", "C", "C", "C", "C", "C", "C", "H", "O", "C", "H", "H", "H", "O", "C", "H", "H", "H", "H", "H", "H", "H", "H", "H", "H", "H", "H", "H", "H"],
  "coordinates": [[3.105, 3.855, 4.675], [2.531, 3.175, 3.442], [1.274, 2.633, 3.797], [0.551, 1.971, 2.858], [0.942, 1.769, 1.539], [0.122, 1.070, 0.668], [-1.098, 0.565, 1.093], [-1.501, 0.789, 2.410], [-0.684, 1.473, 3.281], [-0.984, 1.648, 4.301], [-2.460, 0.424, 2.743], [-1.948, -0.120, 0.201], [-2.569, -1.293, 0.507], [-3.479, -1.751, -0.161], [-2.004, -2.031, 1.660], [-0.705, -2.236, 2.056], [-0.762, -3.159, 3.121], [-2.083, -3.449, 3.293], [-2.833, -2.784, 2.411], [-2.591, -4.089, 3.987], [0.064, -3.550, 3.679], [0.172, -1.790, 1.634], [-2.262, 0.518, -1.071], [-1.235, 0.213, -2.132], [-0.613, 1.215, -2.849], [0.333, 0.904, -3.818], [0.674, -0.411, -4.076], [0.040, -1.443, -3.346], [-0.903, -1.116, -2.391], [-1.407, -1.888, -1.832], [0.425, -2.709, -3.659], [-0.193, -3.777, -2.983], [0.248, -4.681, -3.400], [0.004, -3.742, -1.906], [-1.274, -3.789, -3.150], [1.591, -0.821, -4.997], [2.235, 0.155, -5.776], [2.900, -0.393, -6.441], [1.521, 0.731, -6.373], [2.827, 0.840, -5.159], [0.800, 1.708, -4.365], [-0.859, 2.250, -2.662], [-2.341, 1.597, -0.915], [-3.236, 0.123, -1.379], [0.440, 0.912, -0.351], [1.884, 2.145, 1.173], [2.411, 3.904, 2.628], [3.204, 2.376, 3.102], [4.075, 4.285, 4.444], [2.435, 4.642, 5.009], [3.216, 3.132, 5.479]],
  "nbo_charge": [-0.62, -0.06, -0.50, 0.31, -0.30, -0.23, 0.19, -0.22, -0.24, 0.23, 0.22, -0.46, 0.64, -0.60, 0.16, -0.26, -0.32, 0.11, -0.37, 0.21, 0.23, 0.24, -0.23, -0.04, -0.22, -0.29, 0.24, 0.34, -0.32, 0.23, -0.49, -0.25, 0.20, 0.18, 0.18, -0.48, -0.25, 0.20, 0.17, 0.17, 0.22, 0.21, 0.21, 0.25, 0.23, 0.22, 0.17, 0.17, 0.21, 0.21, 0.21],
  "multiplicity": 1,
  "relative_energy_ev": 2.635,
  "homo_ev": -8.03,
  "smiles": "CCOc1ccc(N(Cc2ccc(OC)c(OC)c2)C(=O)c2ccco2)cc1",
  "total_charge": 0,
  "lumo_ha": 0.0254,
  "largest_force_ev_per_a": 1.03
}

=====

{
  "formula": "CF2O2S",
  "method": "the ωB97M-V functional and the def2-TZVPD basis",
  "elements": ["C", "O", "O", "F", "F", "S"],
  "coordinates": [[-0.938, 0.104, -0.091], [-1.365, 0.589, 0.891], [1.347, -0.682, 0.260], [-0.285, 0.638, -1.141], [-0.979, -1.159, -0.331], [2.219, 0.509, 0.412]],
  "nbo_charge": [1.14, -0.54, -0.71, -0.32, -0.29, 0.71],
  "multiplicity": 1,
  "relative_energy_ev": 1.312,
  "homo_ev": [-9.75, -9.73],
  "smiles": "O=C(F)F.O=S",
  "total_charge": 0,
  "lumo_ha": [-0.0705, -0.0729],
  "largest_force_ev_per_a": 1.61
}

=====

{
  "formula": "C32H38HfN6O4SSi",
  "method": "the ωB97M-V functional and the def2-TZVPD basis",
  "elements": ["Hf", "O", "C", "O", "C", "C", "C", "N", "C", "C", "C", "C", "C", "C", "C", "N", "C", "C", "C", "C", "C", "N", "H", "H", "H", "H", "H", "H", "H", "H", "H", "H", "C", "Si", "C", "C", "C", "C", "C", "C", "N", "C", "S", "H", "H", "H", "H", "H", "H", "H", "H", "H", "H", "H", "H", "C", "C", "N", "O", "C", "C", "N", "O", "H", "H", "H", "H", "H", "H", "H", "C", "C", "C", "C", "H", "H", "H", "H", "H", "H", "H", "H", "H"],
  "coordinates": [[-0.169, -0.556, 0.704], [-1.682, 2.909, 6.723], [-2.558, 2.426, 6.010], [-3.763, 2.179, 6.273], [-2.088, 1.858, 4.671], [-0.709, 1.986, 4.297], [-0.260, 1.551, 3.048], [-0.992, 0.659, 2.346], [-2.324, 0.592, 2.622], [-2.916, 1.256, 3.751], [-3.158, -0.207, 1.756], [-4.542, -0.120, 1.740], [-5.322, -0.864, 0.856], [-4.637, -1.782, 0.035], [-3.279, -1.729, 0.023], [-2.537, -0.940, 0.813], [1.052, 1.830, 2.481], [2.036, 2.434, 3.275], [3.392, 2.458, 2.739], [3.628, 1.977, 1.502], [2.502, 1.704, 0.548], [1.269, 1.310, 1.250], [-0.062, 2.534, 4.937], [-4.018, 1.247, 3.906], [-4.927, 0.512, 2.523], [-6.437, -0.759, 0.773], [-5.195, -2.548, -0.534], [-2.720, -2.318, -0.715], [1.801, 2.578, 4.320], [4.232, 2.687, 3.462], [4.648, 1.945, 1.106], [2.810, 0.856, -0.098], [1.393, -0.866, -5.175], [-0.245, -1.761, -4.613], [-1.484, -1.828, -6.049], [0.189, -3.400, -3.858], [-1.037, -0.683, -3.267], [-2.233, 0.052, -3.488], [-2.765, 0.978, -2.565], [-2.127, 1.084, -1.336], [-0.967, 0.391, -1.146], [-0.321, -0.378, -2.035], [1.237, -1.032, -1.569], [2.133, -1.510, -5.663], [1.906, -0.320, -4.350], [1.141, -0.096, -5.940], [-0.990, -2.277, -6.951], [-1.724, -0.786, -6.266], [-2.446, -2.316, -5.868], [1.254, -3.634, -3.988], [-0.581, -4.144, -4.281], [0.123, -3.340, -2.803], [-2.677, -0.163, -4.472], [-3.816, 1.432, -2.772], [-2.458, 1.701, -0.504], [2.021, -3.374, 3.611], [1.188, -2.738, 2.530], [1.050, -1.447, 2.390], [1.837, -0.778, 3.312], [0.451, -3.462, 1.561], [0.395, -4.981, 1.438], [-0.249, -2.655, 0.779], [-0.921, -3.187, -0.220], [2.208, -2.562, 4.388], [2.971, -3.870, 3.327], [1.467, -4.185, 4.084], [1.852, 0.149, 3.000], [1.181, -5.358, 0.775], [-0.521, -5.215, 0.956], [0.523, -5.413, 2.451], [3.504, 2.295, -2.456], [3.193, 3.352, -1.385], [2.823, 4.748, -2.032], [2.087, 2.853, -0.391], [4.300, 2.688, -3.160], [2.626, 2.024, -3.009], [3.964, 1.372, -2.091], [4.133, 3.558, -0.850], [1.933, 4.811, -2.628], [3.731, 5.034, -2.590], [2.770, 5.415, -1.178], [1.281, 2.499, -1.059], [1.627, 3.654, 0.264]],
  "mulliken_charge": [-0.37, -0.70, 0.41, -0.73, -0.70, -1.34, 1.77, 0.64, 1.76, -1.08, 0.61, -1.10, -0.54, -0.97, -0.12, 0.14, -1.09, -0.49, -0.83, -0.98, 0.37, 0.55, 0.69, 0.42, 0.44, 0.42, 0.40, 0.48, 0.42, 0.32, 0.56, 0.03, -0.92, 0.53, -1.24, -0.63, 0.21, 0.01, -1.18, -0.08, 0.39, 0.39, -0.34, 0.38, 0.14, 0.28, 0.31, 0.37, 0.35, 0.32, 0.25, 0.01, 0.22, 0.29, 0.56, -1.50, 0.74, 0.33, -0.69, 0.22, -1.62, 0.85, -0.82, 0.34, 0.29, 0.43, 0.43, 0.28, 0.38, 0.38, -1.30, 0.60, -1.61, -0.26, 0.44, 0.24, 0.31, 0.25, 0.32, 0.42, 0.42, -0.18, 0.27],
  "multiplicity": 1,
  "relative_energy_ev": 1.886,
  "homo_ev": [-7.18, -7.18],
  "total_charge": 0,
  "lumo_ha": [-0.0785, -0.0787],
  "largest_force_ev_per_a": 4.61
}